Computed, not measured: a cluster of 3 separate species, CH7O3 in total, with wB97M-V/def2-TZVPD.

energy relative to the best compared isomer or geometry (same formula, charge and spin) = 0.0 kJ/mol
multiplicity = 2

Last column: Mulliken spin population.
Geometry (Å):
C: -1.1200 -1.6446 0.1965  -0.013
O: -0.8869 -0.3473 0.0042  0.829
H: -1.9266 -1.7599 0.9625  0.122
H: -0.3829 -2.3120 0.6912  0.043
H: -1.4778 -2.2036 -0.6792  0.011
H: -0.2199 0.8373 -1.2443  -0.002
H: 0.2866 2.2197 -0.9421  0.000
O: 0.1962 1.5952 -1.6654  0.011
H: 0.8627 -0.2250 0.9860  -0.003
H: 1.3947 0.3146 2.2197  0.000
O: 1.6202 0.2817 1.2709  0.001

Atomic forces in eV per Å
-0.87 -2.06 0.06
0.27 -0.10 0.44
-0.11 0.47 -0.22
0.58 0.88 -0.05
-0.12 0.35 -0.12
-0.07 0.04 -0.11
0.15 0.10 0.05
0.01 0.11 -0.17
-0.36 -0.07 -0.80
0.63 0.32 -0.35
-0.11 -0.04 1.28

---

Computed, not measured: a structure of composition C49H62N4O6PS2SiTc, with wB97M-V/def2-TZVPD.

total charge = +1
energy relative to the best compared isomer or geometry (same formula, charge and spin) = 0.0 kJ/mol
multiplicity = 4

Last column: Mulliken spin population.
Geometry (Å):
Tc: -0.2948 -0.5566 0.2764  2.660
C: -0.9633 -4.0024 -2.1694  0.004
C: -0.8298 -3.2205 -0.9075  0.043
O: -0.6610 -1.9371 -1.0811  0.052
C: -0.8438 -3.8426 0.3076  0.021
C: -0.6592 -3.2306 1.5746  0.049
C: -0.6076 -4.1043 2.7877  -0.005
N: -0.5071 -1.9294 1.7376  -0.060
N: -0.3822 -1.4511 3.0678  0.015
C: -0.2235 -0.1710 3.0538  0.016
O: -0.1760 0.5391 1.9346  0.093
C: -0.1325 0.5911 4.3238  0.002
C: -0.3186 1.9664 4.2877  0.011
C: -0.2235 2.7166 5.4536  0.000
C: 0.0672 2.0925 6.6555  0.002
C: 0.2540 0.7129 6.6951  0.000
C: 0.1517 -0.0392 5.5339  0.000
H: -1.3173 -3.3529 -2.9701  -0.002
H: -1.6468 -4.8389 -2.0421  0.000
H: 0.0182 -4.3960 -2.4495  0.003
H: -0.9836 -4.9160 0.3034  0.003
H: -0.6993 -5.1534 2.5075  0.000
H: -1.4001 -3.8344 3.4887  0.003
H: 0.3381 -3.9391 3.3085  0.002
H: -0.5385 2.4442 3.3390  -0.002
H: -0.3763 3.7894 5.4215  0.000
H: 0.1470 2.6772 7.5651  0.000
H: 0.4854 0.2247 7.6348  0.000
H: 0.3015 -1.1114 5.5471  -0.001
C: 2.5994 3.3952 -1.5346  0.004
C: 3.6920 2.3967 -1.8765  0.005
C: 3.7681 2.1670 -3.3732  -0.001
C: 5.0460 2.8688 -1.3551  -0.001
O: 3.3277 1.1146 -1.3011  0.020
Si: 3.5326 0.4645 0.1819  -0.043
S: 1.9866 -1.0561 0.2838  0.054
O: 3.4016 1.6164 1.3031  0.040
C: 3.9993 1.8288 2.6095  -0.001
C: 3.8337 0.5650 3.4355  0.011
C: 5.4729 2.1744 2.4554  0.000
C: 3.2388 2.9900 3.2217  -0.002
O: 4.9390 -0.3025 0.3902  -0.013
C: 5.7459 -1.4473 0.0319  -0.005
C: 7.0963 -0.8860 -0.3817  0.000
C: 5.8645 -2.3057 1.2780  -0.001
C: 5.1484 -2.2461 -1.1185  0.004
H: 2.8320 4.3741 -1.9677  0.000
H: 2.5133 3.4999 -0.4466  -0.001
H: 1.6341 3.0558 -1.9246  -0.001
H: 4.1188 3.0717 -3.8774  0.000
H: 2.7773 1.9131 -3.7713  0.000
H: 4.4640 1.3518 -3.5964  0.000
H: 5.3578 3.7756 -1.8794  0.000
H: 5.8077 2.0932 -1.5156  0.000
H: 4.9921 3.0849 -0.2865  0.000
H: 4.4015 -0.2638 2.9906  -0.001
H: 2.7829 0.2863 3.4737  0.000
H: 4.1892 0.7255 4.4591  0.000
H: 5.9973 1.3802 1.9161  0.000
H: 5.9281 2.2891 3.4428  0.000
H: 5.5992 3.1132 1.9071  0.000
H: 2.1986 2.7037 3.4078  0.002
H: 3.2506 3.8446 2.5394  0.000
H: 3.6983 3.2890 4.1699  0.000
H: 7.5183 -0.2835 0.4284  0.000
H: 6.9811 -0.2467 -1.2653  0.000
H: 7.7933 -1.6946 -0.6219  0.000
H: 6.3534 -1.7480 2.0824  0.000
H: 6.4502 -3.2056 1.0669  0.000
H: 4.8664 -2.6079 1.6154  0.000
H: 4.9771 -1.5976 -1.9911  -0.002
H: 4.2024 -2.7088 -0.8352  0.004
H: 5.8488 -3.0366 -1.4048  0.000
N: 1.4693 -0.3219 -2.8645  0.018
C: 0.4690 0.5280 -2.9763  0.012
S: -0.3690 1.1256 -1.6097  -0.019
N: 0.1639 0.9275 -4.2252  0.000
C: -0.9145 1.6879 -4.7990  0.004
C: -0.8100 1.9076 -6.1709  0.000
C: -1.7992 2.5965 -6.8513  0.000
C: -2.9110 3.0750 -6.1710  0.000
C: -3.0145 2.8565 -4.8068  0.001
C: -2.0258 2.1707 -4.1105  -0.004
H: 1.8316 -0.5417 -1.9395  -0.002
H: 2.0454 -0.5599 -3.6552  0.000
H: 0.7831 0.5688 -4.9273  0.000
H: 0.0574 1.5330 -6.7125  0.000
H: -1.7002 2.7566 -7.9194  0.000
H: -3.6850 3.6180 -6.7003  0.000
H: -3.8802 3.2239 -4.2657  0.000
H: -2.1166 2.0233 -3.0475  0.003
O: -2.4217 -0.1233 0.4164  -0.006
P: -3.8102 -0.6497 0.0943  0.013
C: -3.8957 -1.5082 -1.4743  -0.006
C: -4.3470 -2.8184 -1.6244  0.005
C: -4.4393 -3.3744 -2.8973  0.000
C: -4.0662 -2.6339 -4.0112  0.000
C: -3.5789 -1.3367 -3.8626  -0.004
C: -3.4995 -0.7730 -2.5993  0.002
C: -4.4736 -1.6906 1.3910  0.001
C: -5.7510 -2.2518 1.2733  0.002
C: -6.2779 -2.9937 2.3174  0.000
C: -5.5412 -3.1714 3.4850  0.000
C: -4.2868 -2.5913 3.6159  0.001
C: -3.7510 -1.8437 2.5735  -0.006
C: -4.9308 0.7397 -0.0467  -0.001
C: -4.6619 1.8748 0.7219  0.001
C: -5.5515 2.9413 0.7068  0.000
C: -6.7052 2.8725 -0.0658  0.000
C: -6.9751 1.7422 -0.8279  0.000
C: -6.0893 0.6730 -0.8216  0.000
H: -4.6281 -3.4076 -0.7565  0.001
H: -4.8025 -4.3891 -3.0159  0.000
H: -4.1592 -3.0660 -5.0010  0.000
H: -3.2661 -0.7646 -4.7292  0.000
H: -3.1374 0.2452 -2.4784  0.001
H: -6.3409 -2.0979 0.3740  0.000
H: -7.2693 -3.4215 2.2285  0.000
H: -5.9578 -3.7507 4.3001  0.000
H: -3.7270 -2.7073 4.5381  0.000
H: -2.7842 -1.3607 2.6889  0.002
H: -3.7560 1.9167 1.3193  -0.002
H: -5.3486 3.8234 1.3020  0.000
H: -7.3972 3.7078 -0.0785  0.000
H: -7.8772 1.6938 -1.4257  0.000
H: -6.2935 -0.2036 -1.4293  0.000

Atomic forces in eV per Å
-0.09 0.55 0.18
-0.01 -0.01 -0.23
0.12 0.60 -0.12
-0.05 -0.51 -0.03
-0.01 -0.12 0.29
0.08 0.34 0.28
-0.04 -0.10 0.05
0.01 -0.27 0.37
-0.04 -0.36 -0.61
-0.05 0.50 -0.29
-0.01 -0.36 0.11
0.10 -0.09 -0.17
-0.06 0.27 -0.02
-0.05 0.01 -0.12
0.01 -0.12 0.08
0.00 -0.02 -0.05
0.01 0.00 0.04
-0.01 -0.05 0.04
0.02 -0.05 -0.02
-0.05 0.02 -0.01
0.03 0.09 0.05
-0.01 0.11 0.05
0.04 -0.01 -0.05
-0.07 -0.02 -0.02
0.05 -0.03 0.10
0.02 -0.07 -0.02
0.00 -0.05 -0.06
-0.02 0.03 -0.06
0.00 0.03 0.03
-0.11 0.13 0.12
0.07 -0.05 0.19
-0.07 -0.07 -0.27
0.10 -0.28 0.08
0.18 0.10 0.07
-0.16 -0.03 -0.03
0.22 -0.17 -0.03
0.07 0.25 0.05
0.00 -0.15 -0.08
0.15 -0.20 0.05
0.12 0.01 -0.18
-0.17 0.06 0.07
-0.05 -0.15 -0.11
-0.03 0.22 -0.04
0.13 0.16 -0.05
-0.09 -0.12 0.14
-0.16 0.19 -0.18
-0.03 -0.11 0.06
0.01 0.00 -0.19
0.17 0.10 0.06
-0.06 -0.10 0.02
0.20 0.07 0.04
-0.06 0.10 0.01
-0.04 -0.07 0.05
-0.14 0.18 0.02
0.01 -0.01 -0.08
-0.12 0.19 0.13
-0.14 -0.05 0.04
-0.04 -0.02 -0.14
-0.05 0.10 0.09
-0.03 0.01 -0.09
-0.01 -0.08 0.08
0.13 0.06 -0.02
0.02 -0.06 0.08
-0.08 -0.05 -0.12
-0.03 -0.08 -0.10
0.05 -0.12 0.13
-0.07 0.10 0.04
-0.06 -0.07 -0.09
-0.05 0.10 0.05
0.15 0.01 -0.03
0.07 -0.14 0.20
-0.02 0.01 0.02
-0.11 0.10 0.00
0.00 -0.25 -0.05
-0.30 0.03 -0.01
0.00 -0.04 0.44
-0.53 0.39 0.01
0.16 -0.15 0.21
0.12 -0.06 -0.07
-0.01 0.00 -0.06
-0.01 0.01 -0.03
-0.02 0.00 0.01
0.14 -0.06 -0.04
-0.02 -0.01 0.01
-0.02 -0.03 -0.03
0.18 -0.07 -0.28
-0.12 0.07 0.06
0.00 -0.01 0.10
0.05 -0.05 0.04
0.10 -0.03 -0.01
-0.03 0.08 -0.07
0.24 -0.24 0.00
0.08 0.14 -0.08
0.05 -0.11 -0.23
0.06 0.00 -0.02
0.03 0.02 0.02
0.00 0.03 0.05
0.02 -0.03 0.07
-0.08 -0.03 0.04
-0.02 -0.08 0.18
0.07 0.06 0.02
0.02 0.02 0.01
0.04 0.03 -0.03
-0.02 -0.02 0.02
0.04 0.05 -0.06
-0.04 0.21 0.06
-0.07 0.00 -0.07
0.02 -0.07 0.00
0.01 0.02 0.00
0.03 -0.03 0.02
0.04 0.05 0.02
0.04 0.08 -0.12
0.01 0.08 0.01
0.04 0.01 0.06
-0.05 0.00 0.04
-0.06 -0.19 -0.02
0.06 -0.01 0.09
0.07 0.00 0.00
0.02 0.03 -0.03
-0.04 0.02 -0.08
-0.16 -0.14 -0.02
-0.09 0.01 -0.06
0.00 -0.04 -0.04
0.06 -0.08 0.02
0.06 0.00 0.01
0.01 0.07 0.04

---

Computed, not measured: a cluster of 7 separate species, C5H25NO6 in total, with wB97M-V/def2-TZVPD.

total charge = -1
energy relative to the best compared isomer or geometry (same formula, charge and spin) = 217.0 kJ/mol
multiplicity = 2

Last column: Mulliken spin population.
Geometry (Å):
C: 1.1622 1.2492 1.7294  -0.176
C: 1.9845 1.7808 0.4196  0.437
C: 1.6012 0.7836 -0.7317  -0.195
C: 0.2836 1.1204 -1.4296  -1.725
C: -0.0095 0.2598 -2.6138  0.272
N: -1.1752 -0.6281 -2.2705  0.132
H: 1.1644 2.0101 2.4984  -0.272
H: 1.7477 0.3882 2.2616  0.084
H: 0.1674 0.9564 1.5523  0.285
H: 1.6662 2.7726 0.3985  -0.236
H: 3.0326 1.6457 0.7033  0.017
H: 1.6459 -0.3358 -0.4189  0.007
H: 2.4296 0.8129 -1.3485  -0.044
H: 0.1760 2.2032 -1.6607  0.204
H: -0.6195 1.1247 -0.8064  1.253
H: 0.9380 -0.3146 -3.0345  0.059
H: -0.2482 0.9402 -3.3264  -0.350
H: -1.7210 -0.9303 -2.9888  -0.010
H: -0.9339 -1.4940 -1.8377  -0.130
H: -1.6432 -2.2243 2.1468  0.032
H: -1.4888 -0.9291 3.2213  -0.006
O: -1.1969 -1.7968 3.0235  0.050
H: -2.2816 1.1465 0.3835  0.359
H: -2.2086 -0.0115 -0.4618  -0.012
O: -2.2297 0.0984 0.4510  0.493
H: -2.2228 -2.9222 -1.1262  -0.031
H: -3.2624 -1.8494 -1.0727  0.029
O: -3.0944 -2.7446 -0.8850  0.070
H: 0.6704 -3.2476 -0.5685  -0.019
H: 0.4073 -2.5118 0.7362  0.031
O: 0.0460 -2.8094 -0.0936  -0.020
H: 0.5569 4.1405 -1.0103  0.086
H: 0.3932 4.6124 0.4578  -0.125
O: 1.0708 4.4956 -0.2479  0.382
H: 1.7846 -2.7633 2.8962  -0.011
H: 0.3097 -2.3261 2.7038  0.022
O: 1.0974 -2.7021 2.3506  0.057

Atomic forces in eV per Å
3.60 -0.52 0.59
-1.61 -4.57 2.77
-0.85 -0.07 2.16
0.30 0.99 0.98
1.02 -3.34 1.11
1.74 1.27 1.42
-0.18 0.50 0.17
-1.12 1.06 -1.20
-1.19 -0.42 -0.51
0.07 1.31 -1.17
-0.01 0.38 -0.31
-0.50 1.80 0.11
1.43 0.29 -2.25
0.96 -0.41 -0.46
0.77 -0.68 0.46
-1.74 0.92 1.01
-1.31 1.45 -2.72
-1.69 -0.36 -3.08
1.00 -0.22 0.88
1.08 2.37 3.03
-0.84 1.36 -0.55
-0.83 -3.57 -2.67
0.00 -2.34 0.93
0.32 -1.17 -3.08
-0.50 3.50 2.45
2.34 -0.33 -0.34
-0.18 1.85 -0.22
-2.21 -1.65 0.82
2.96 -1.87 -1.71
0.81 -0.01 0.50
-3.82 1.75 0.61
0.20 0.32 0.62
0.33 -0.11 -0.64
-0.89 0.49 -0.09
3.90 -0.08 3.60
-1.18 0.95 1.43
-2.18 -0.84 -4.62

---

Computed, not measured: the ion C5H8NO4 with charge +1, with wB97M-V/def2-TZVPD.

total charge = +1
SMILES = O=C1C=C[NH2+][C@H](O)C1(O)O
energy relative to the best compared isomer or geometry (same formula, charge and spin) = 105.5 kJ/mol
multiplicity = 1

Last column: Löwdin charge in e.
Geometry (Å):
O: -0.5714 2.4960 -0.4457  0.197
C: -0.2767 1.3517 -0.5498  -0.303
C: -0.8015 0.3491 -1.5362  0.065
C: -0.8475 -0.9689 -1.3017  -0.008
N: -0.0575 -1.6321 -0.2458  0.117
C: 0.0735 -0.6929 0.9578  -0.184
O: -1.2724 -0.6085 1.3602  0.061
C: 0.7407 0.7031 0.4474  -0.428
O: 1.8714 0.3827 -0.3743  0.043
O: 1.1709 1.5307 1.4709  0.108
H: -1.3876 0.8458 -2.3994  0.178
H: -1.3842 -1.5084 -2.0497  0.129
H: -0.5294 -2.4623 0.2976  0.244
H: 0.9748 -1.7893 -0.5059  0.220
H: 0.7015 -1.3007 1.5553  0.158
H: -1.6711 0.2079 1.6211  0.123
H: 2.6479 0.8052 0.0907  0.162
H: 0.6186 2.2910 1.6075  0.117

Atomic forces in eV per Å
-0.47 0.65 -0.29
1.05 -1.63 0.86
-1.23 1.17 -0.43
0.53 1.23 -1.15
0.35 -0.16 1.25
-1.24 2.22 -1.29
1.30 -1.60 0.02
0.08 -0.46 -0.22
0.23 0.23 1.41
0.08 -1.72 -0.26
0.97 -1.28 1.39
-0.07 -1.18 0.15
0.95 1.34 -2.19
-1.82 -0.25 -0.11
0.64 0.07 1.55
0.26 1.17 0.29
-0.95 -0.60 -0.73
-0.67 0.82 -0.24

---

Computed, not measured: a cluster of 2 separate species, C2H3BrClNO in total, with wB97M-V/def2-TZVPD.

energy relative to the best compared isomer or geometry (same formula, charge and spin) = 251.3 kJ/mol
multiplicity = 1

Last column: Löwdin charge in e.
Geometry (Å):
C: -0.5156 -0.5538 0.6571  -0.408
C: 1.6611 0.3834 0.9250  -1.144
N: -0.4782 -0.9637 -0.5731  0.131
O: -1.1576 -0.5136 1.6207  0.145
Cl: 1.3953 2.0760 0.3936  0.412
Br: 2.6605 -0.6317 -0.2232  0.658
H: 1.9781 0.5238 2.0153  0.027
H: 0.3420 -1.0070 -1.0744  -0.018
H: -1.0986 -1.8250 -0.8868  0.196

Atomic forces in eV per Å
3.88 1.34 1.18
-3.53 0.99 1.73
-4.18 -3.29 -1.03
-1.20 -0.13 0.41
0.23 -0.25 -0.17
1.36 -0.66 -0.66
-0.25 -1.00 -1.74
2.54 0.48 -0.88
1.14 2.53 1.16